The following is a DFT calculation (the ωB97M-V functional and the def2-TZVPD basis) of a 2-piece molecular cluster, C2H2BrN overall in a non-equilibrium geometry.

HOMO level (spin up / spin down)	-11.383 / -9.901	eV
total charge	0
orbital gap (spin up / spin down)	9.73 / 6.33	eV
energy above the lowest of the compared OMol25 structures with the same formula, charge and spin	258.9	kJ/mol

CARTESIAN COORDINATES (ANGSTROEM)
N (-0.1298, -0.0056, 1.7855)
C (0.4472, 0.6626, -0.5801)
Br (-1.3481, -2.8552, 0.0454)
H (-0.2116, 0.2576, -1.3850)
H (1.0426, 1.6631, -0.5703)
C (0.1998, 0.2774, 0.7046)

Force components x, y, z for each atom (eV/Å):
N 0.298 -0.100 -0.101
C 0.544 2.160 -0.670
Br 0.027 0.069 0.032
H 1.036 0.578 0.614
H -1.097 -2.041 -0.860
C -0.807 -0.666 0.984

***

The following is a DFT calculation (the ωB97M-V functional and the def2-TZVPD basis) of a 2-piece molecular cluster, C2H2BrN3 overall in a non-equilibrium geometry.

HOMO level	-10.259	eV
total charge	0
orbital gap	9.16	eV
energy above the lowest of the compared OMol25 structures with the same formula, charge and spin	253.9	kJ/mol

CARTESIAN COORDINATES (ANGSTROEM)
N (-1.1165, -1.1506, 0.3550)
C (-0.3492, 2.1423, 0.0958)
C (-0.9279, -0.0107, 0.6688)
N (0.2408, 2.9337, -0.4693)
N (-1.0204, 1.1999, 0.7195)
H (3.0535, -2.0450, -1.4136)
Br (1.6546, -1.0665, -0.7380)
H (-1.5350, -2.0031, 0.7818)

Force components x, y, z for each atom (eV/Å):
N -0.653 -1.141 1.307
C -0.272 -0.994 0.730
C -1.558 -1.337 -1.099
N 0.827 1.463 -0.852
N 0.198 0.873 0.634
H -3.123 2.353 1.538
Br 3.552 -2.506 -1.744
H 1.030 1.289 -0.514

***

The following is a DFT calculation (the ωB97M-V functional and the def2-TZVPD basis) of C2H2BrN3O as an isolated structure in a non-equilibrium geometry.

HOMO level (spin up / spin down)	-9.769 / -9.304	eV
total charge	0
orbital gap (spin up / spin down)	7.71 / 7.21	eV
energy above the lowest of the compared OMol25 structures with the same formula, charge and spin	187.9	kJ/mol

CARTESIAN COORDINATES (ANGSTROEM)
N (1.3044, -0.2762, 0.7463)
O (-0.1859, 2.4243, -0.7749)
H (-1.5560, 0.3808, 0.4165)
C (-0.8750, -0.4065, -0.1238)
N (0.2377, -0.8226, 0.3121)
C (0.4999, 1.6865, -0.2023)
N (1.3329, 1.0934, 0.4946)
Br (0.6114, -3.2580, 0.0536)
H (-1.3694, -0.8219, -0.9223)

Force components x, y, z for each atom (eV/Å):
N -1.228 0.200 0.171
O 0.238 -0.021 0.000
H 1.797 -1.237 -0.654
C -2.424 3.072 2.320
N 2.261 -0.847 -0.131
C 0.119 0.471 0.082
N -0.029 -0.206 -0.128
Br 0.005 0.131 -0.012
H -0.739 -1.564 -1.646

***

The following is a DFT calculation (the ωB97M-V functional and the def2-TZVPD basis) of a 2-piece molecular cluster, C2H2BrNO3S overall in a non-equilibrium geometry.

HOMO level	-9.353	eV
total charge	0
orbital gap	9.36	eV
energy above the lowest of the compared OMol25 structures with the same formula, charge and spin	62.5	kJ/mol

CARTESIAN COORDINATES (ANGSTROEM)
O (1.5106, 0.3977, 0.1642)
Br (0.2296, -2.1202, 1.2505)
C (-0.6263, 0.0648, -1.6449)
C (-0.1045, -0.4985, 2.0715)
O (0.0293, 1.9706, 1.2887)
O (-1.2947, 0.4526, -0.7265)
H (0.8827, -0.2602, -3.0586)
S (0.4581, 0.6714, 1.0612)
N (0.0214, -0.3954, -2.5502)
H (-1.1063, -0.2830, 2.1441)

Force components x, y, z for each atom (eV/Å):
O 0.972 -0.261 -0.598
Br 0.174 -1.895 0.003
C 0.393 0.150 0.103
C 2.141 0.964 -1.783
O -0.848 2.762 0.639
O 1.015 -0.889 -2.020
H -0.385 0.146 0.413
S 0.097 -1.818 1.105
N -1.183 0.439 1.043
H -2.375 0.402 1.092

***

The following is a DFT calculation (the ωB97M-V functional and the def2-TZVPD basis) of an isolated ion of composition C2H2BrO2S and charge -1 in a non-equilibrium geometry.

HOMO level	-4.483	eV
total charge	-1
orbital gap	7.37	eV
energy above the lowest of the compared OMol25 structures with the same formula, charge and spin	0.0	kJ/mol

CARTESIAN COORDINATES (ANGSTROEM)
C (-0.2675, -0.7614, 0.3207)
H (0.3009, 1.2302, -0.6672)
C (-1.1952, 0.2921, 0.0114)
S (1.1983, -0.8463, -0.4688)
Br (3.6081, 0.0669, 0.2323)
O (-0.6589, 1.3950, -0.5638)
O (-2.3977, 0.2040, 0.1897)
H (-0.5881, -1.5805, 0.9458)

Force components x, y, z for each atom (eV/Å):
C 2.250 -0.913 -0.767
H -0.157 -0.074 -0.020
C -0.843 0.866 -0.151
S -1.234 -0.334 0.325
Br 0.010 0.156 0.260
O -0.299 0.010 0.130
O 0.446 0.184 0.001
H -0.172 0.105 0.222

***

The following is a DFT calculation (the ωB97M-V functional and the def2-TZVPD basis) of an isolated ion of composition C2H2BrO3S and charge -1 in a non-equilibrium geometry.

HOMO level	-5.244	eV
total charge	-1
orbital gap	8.26	eV
energy above the lowest of the compared OMol25 structures with the same formula, charge and spin	38.1	kJ/mol

CARTESIAN COORDINATES (ANGSTROEM)
O (-1.9457, 0.9848, -1.2246)
C (0.7007, 0.4377, -0.0002)
O (-2.7669, -0.9762, 0.0001)
C (-0.2066, -0.4883, 0.0001)
H (0.4687, 1.4864, -0.0005)
S (-1.9080, 0.1980, 0.0001)
H (-0.0635, -1.5524, 0.0005)
O (-1.9455, 0.9848, 1.2249)
Br (2.5983, 0.1181, 0.0001)

Force components x, y, z for each atom (eV/Å):
O -0.132 -0.007 0.135
C 1.178 0.295 0.000
O 0.063 0.055 0.000
C -1.155 0.109 0.001
H 0.040 0.190 0.000
S 0.221 -0.372 -0.001
H 0.076 -0.205 0.000
O -0.133 -0.007 -0.134
Br -0.158 -0.058 0.000

***

The following is a DFT calculation (the ωB97M-V functional and the def2-TZVPD basis) of C2H2BrO3S as an isolated structure in a non-equilibrium geometry.

HOMO level	-5.053	eV
total charge	-1
orbital gap	8.24	eV
energy above the lowest of the compared OMol25 structures with the same formula, charge and spin	181.6	kJ/mol

CARTESIAN COORDINATES (ANGSTROEM)
O (2.2871, -1.1124, 0.5053)
C (-0.5342, -0.6509, -0.2158)
O (1.4169, 1.1179, 1.0568)
S (1.6748, 0.1437, 0.0747)
C (-1.4745, 0.2416, 0.0513)
O (1.9450, 0.6258, -1.2497)
Br (-3.5112, 0.0821, -0.0492)
H (-0.6589, -1.7191, -0.6235)
H (-1.1451, 1.2712, 0.4502)

Force components x, y, z for each atom (eV/Å):
O -0.087 1.244 -0.465
C 0.751 -0.307 -0.435
O -0.026 1.666 1.755
S -2.705 -3.669 -1.267
C 1.358 1.044 0.629
O 0.510 -0.073 -0.271
Br 1.250 -0.046 -0.009
H 0.063 1.803 0.731
H -1.114 -1.662 -0.669

***

The following is a DFT calculation (the ωB97M-V functional and the def2-TZVPD basis) of C2H2CaF2LiO as an isolated structure in a non-equilibrium geometry.

HOMO level (spin up / spin down)	-5.864 / -6.671	eV
2S+1	2
total charge	0
orbital gap (spin up / spin down)	4.41 / 5.21	eV

CARTESIAN COORDINATES (ANGSTROEM)
H (1.1939, -0.4662, -0.7768)
H (-1.0730, 0.8971, 0.9102)
C (0.1671, -0.4097, -0.3688)
C (-0.1264, 0.7097, 0.3738)
F (0.5882, 1.8844, 0.0085)
O (-0.4856, -1.5479, -0.1858)
Ca (-0.8580, -3.4718, -0.7628)
F (0.7828, 0.6665, 2.5421)
Li (-0.1891, 1.7379, -1.7404)

Force components x, y, z for each atom (eV/Å):
H -0.373 0.143 -0.082
H 1.107 -0.041 -0.038
C 0.468 1.262 1.288
C -0.477 -0.394 -0.679
F -0.421 -0.447 0.020
O -0.164 -0.273 -0.695
Ca -0.042 0.015 0.231
F -0.386 0.109 -0.909
Li 0.289 -0.373 0.865

***

The following is a DFT calculation (the ωB97M-V functional and the def2-TZVPD basis) of an isolated molecule of C2H2Cl2 in a non-equilibrium geometry.

HOMO level	-9.476	eV
total charge	0
orbital gap	10.44	eV
energy above the lowest of the compared OMol25 structures with the same formula, charge and spin	84.8	kJ/mol

CARTESIAN COORDINATES (ANGSTROEM)
Cl (-1.9756, -0.3283, 0.9300)
H (-0.5778, 1.3407, 0.1384)
C (-0.5317, 0.3462, 0.2879)
Cl (1.7747, 0.3672, -0.8983)
H (0.7662, -1.3923, -0.4176)
C (0.5442, -0.3335, -0.0405)

Force components x, y, z for each atom (eV/Å):
Cl 0.027 -0.201 0.035
H -0.058 3.270 -0.219
C -0.207 -3.071 0.804
Cl 2.385 2.345 -1.025
H -1.675 0.807 2.264
C -0.472 -3.150 -1.860

***

The following is a DFT calculation (the ωB97M-V functional and the def2-TZVPD basis) of a 3-piece molecular cluster, C2H2Cl2FNS overall in a non-equilibrium geometry.

HOMO level	-9.474	eV
total charge	0
orbital gap	8.48	eV
energy above the lowest of the compared OMol25 structures with the same formula, charge and spin	501.8	kJ/mol

CARTESIAN COORDINATES (ANGSTROEM)
H (-2.0619, 0.9969, -3.1239)
S (-2.4892, -0.2012, -1.7117)
H (-1.6792, -1.1821, 1.0056)
C (-0.8143, -0.2123, 0.0943)
Cl (1.9056, -0.6149, -0.4221)
Cl (0.8849, 1.4776, 1.4246)
F (0.4162, -1.1788, 1.7272)
C (0.6114, -0.2085, 0.6944)
N (-0.9141, 0.2674, -1.1164)

Force components x, y, z for each atom (eV/Å):
H -1.484 -2.730 2.802
S 1.869 3.619 -3.753
H 2.141 3.094 -2.967
C 0.265 -1.295 -0.994
Cl -0.518 -0.061 0.766
Cl 0.003 -1.643 -0.342
F 1.727 1.493 -1.137
C -2.026 -0.035 1.785
N -1.978 -2.442 3.840

***

no.,M (g mol⁻¹)
1,119.9
2,148.0
3,164.0
4,200.0
5,170.0
6,186.0
7,186.0
8,127.1
9,96.9
10,162.0